# 1
Formula: C17H24N4O2S
Source: the Open Molecules 2025 dataset
Level of theory: ωB97M-V with the def2-TZVPD basis set

Properties
* frontier orbital gap: 9.1764 eV
* HOMO energy: -8.33 eV
* ΔE to the lowest compared entry with this formula, charge and spin: 53.5 kcal per mole

Structure (XYZ):
```
48
Properties=species:S:1:pos:R:3:mulliken_charge:R:1
H 2.9373 3.6916 3.9403 0.369
C -2.3828 -4.6594 -2.2047 -0.304
C 0.5886 -2.8495 -3.2668 -0.949
N 1.7932 3.6742 2.2199 0.185
H -1.6297 -1.5456 -3.3253 0.425
C 0.7262 -1.7053 -2.3212 0.912
H 0.0618 4.7191 4.1169 0.235
H 2.0138 -2.8481 0.4896 0.461
C -0.0253 4.9579 1.1183 -1.030
C 1.0768 -0.5251 -0.5644 0.524
H -0.6611 4.0763 1.1251 0.276
C 1.1597 -3.0025 -0.1774 -0.773
H -0.2669 5.5654 1.9861 0.309
C 0.9248 4.1761 4.4928 -0.994
C -4.3443 -3.2851 -2.3177 -0.496
N 1.0160 -1.8220 -0.9887 0.283
C -3.7415 -4.4993 -2.0279 -0.416
H 0.4671 2.0009 0.4133 0.295
C 2.0979 4.2535 3.5203 -0.661
N 0.8536 0.2971 -1.5577 -0.386
C 1.7785 2.3277 2.1396 0.571
H 1.2162 4.6020 5.4492 0.365
N 0.6324 -0.4487 -2.6523 -0.834
H 1.7010 4.0743 0.1815 0.393
H 0.6489 3.1364 4.6449 0.296
H 2.2012 1.9276 0.0360 0.398
H 1.5593 -3.3430 -3.3943 0.393
O 2.0357 1.6082 3.0870 -0.672
H -0.2906 -2.4311 1.3134 0.347
H -5.4071 -3.1589 -2.1780 0.385
H -0.2421 5.5350 0.2234 0.385
H 0.0389 -4.1649 1.2397 0.354
C -1.6064 -3.6010 -2.6769 0.561
C -2.2074 -2.3831 -2.9682 -0.307
C -0.0980 -3.2666 0.6448 -0.826
H 2.4038 5.2902 3.3673 0.350
H -1.8948 -5.5964 -1.9852 0.415
H -4.3326 -5.3255 -1.6617 0.375
C 1.4463 1.7139 0.7932 -0.641
C 1.4502 4.5581 1.1268 -0.690
C -3.5736 -2.2373 -2.7856 -0.759
H -4.0326 -1.2866 -3.0128 0.373
H 1.3622 -3.8459 -0.8407 0.338
O -0.2697 -3.8705 -2.8080 -0.445
H 2.0687 5.4566 1.2146 0.342
H -0.9586 -3.4056 -0.0063 0.167
S 1.4383 -0.0829 1.0745 -0.260
H 0.2671 -2.4525 -4.2369 0.358
```

---

# 2
Formula: C19H18BeIN3O3S
Source: the Open Molecules 2025 dataset
Level of theory: ωB97M-V with the def2-TZVPD basis set

Properties
* frontier orbital gap: 6.0817 eV
* HOMO energy: -7.03 eV

Structure (XYZ):
```
46
Properties=species:S:1:pos:R:3:mulliken_charge:R:1
C 0.3534 -2.3277 4.9431 -0.531
H -4.5171 0.8827 -3.0205 0.446
C 1.3201 3.0701 -0.0304 -0.679
O 2.7264 0.1926 1.8902 -0.678
H 1.8009 -0.6978 4.9758 0.434
C -0.6994 -2.9119 4.2230 -0.478
Be 0.6686 1.2222 -0.6090 -0.969
H 2.6635 -3.1076 -2.2984 0.381
C 2.3138 2.1331 -0.7684 -0.548
N -1.1441 1.2997 -1.1395 0.578
C 0.9989 -1.1924 4.4314 -0.692
O 1.1221 1.8412 2.8394 -0.679
H -1.1629 -3.8119 4.6092 0.387
C -3.4549 1.8941 -1.4122 -0.791
I 0.3332 3.3898 -3.0430 -0.566
C 1.8262 -2.3825 -2.3099 -0.874
S 1.3709 0.5595 2.2297 1.060
H 2.6062 -1.1556 -0.6763 0.452
C -0.3427 -1.6837 -3.1169 -1.031
C -2.5535 0.1147 -2.7198 -1.051
H 3.0463 1.6472 -0.0903 0.586
C -0.1907 -0.5321 -2.3440 0.915
H 0.6629 -2.7485 5.8893 0.402
H -1.3063 -1.8128 -3.6214 0.348
H 1.1785 3.9972 -0.6343 0.418
C 1.8652 -1.2496 -1.4867 -0.081
C 0.6204 -0.7068 3.1814 0.278
H -4.2594 2.5612 -1.1148 0.390
H 1.7413 3.4093 0.9240 0.417
H 1.9618 1.3429 -1.4639 0.136
O -1.4446 -1.0426 0.3235 -0.656
C -1.3249 0.3412 -2.0930 0.949
H -2.6023 -0.6838 -3.4592 0.346
H -1.9649 -2.7954 2.4530 0.464
C 0.7207 -2.5876 -3.1638 -0.428
C -0.4461 -1.2463 2.4922 -0.114
H -2.0547 2.7298 0.0509 0.452
N 0.3500 0.3083 0.9343 0.303
H 0.6593 -3.4202 -3.8715 0.414
N 0.9352 -0.2768 -1.6274 0.385
C -0.5995 -0.6626 1.1472 0.788
C -1.1289 -2.3694 3.0127 -0.556
H 2.8699 2.7946 -1.4531 0.543
C -2.2171 2.0322 -0.7743 -0.273
H 0.3153 2.6928 0.2168 -0.011
C -3.6170 0.9493 -2.4251 -0.584
```

---

# 3
Formula: C5H12O
Source: the Open Molecules 2025 dataset
Level of theory: ωB97M-V with the def2-TZVPD basis set

Properties
* frontier orbital gap: 10.1658 eV
* HOMO energy: -9.23 eV
* ΔE to the lowest compared entry with this formula, charge and spin: 47.1 kcal per mole

Structure (XYZ):
```
18
Properties=species:S:1:pos:R:3:mulliken_charge:R:1
C -0.8117 0.9163 -1.7313 -0.660
H -0.7313 1.9248 -1.3281 0.271
C -0.2699 -0.1145 -1.0884 -0.490
C 0.6373 0.0255 0.1031 -0.438
H -1.6200 -1.7636 0.5895 0.235
H 0.6892 -0.8774 0.7259 0.304
C -2.1980 -0.8291 0.5670 -1.000
H 1.9113 1.2392 -1.0830 0.305
O 2.9627 0.3695 0.5050 -0.503
H -3.2283 -1.0465 0.3102 0.357
H -0.4372 -1.1334 -1.4382 0.366
H -1.8723 -0.1332 -0.2091 0.240
H -2.0947 -0.3228 1.5268 0.271
C 1.9930 0.3013 -0.5119 -0.534
H 2.2092 -0.4991 -1.2412 0.333
H 3.8012 0.5902 0.0862 0.310
H 0.3464 0.8513 0.7650 0.344
H -1.4354 0.7696 -2.6065 0.289
```

---

# 4
Formula: C15H31ClP2Pt
Source: the Open Molecules 2025 dataset
Level of theory: ωB97M-V with the def2-TZVPD basis set

Properties
* multiplicity: 3
* frontier orbital gap (alpha / beta): 6.7977 / 5.9549 eV
* HOMO energy (alpha / beta): -6.31 / -8.28 eV
* ΔE to the lowest compared entry with this formula, charge and spin: 23.7 kcal per mole

Structure (XYZ):
```
50
Properties=species:S:1:pos:R:3:mulliken_spin:R:1
Pt -2.1744 0.4911 -2.9691 0.891
H 3.1254 -2.9758 -1.5984 0.000
C 2.4858 -3.6814 -3.4980 0.003
H -3.8903 -0.0290 -0.9743 -0.030
H -2.6975 -3.0766 -4.1429 0.003
C 0.1596 -2.6849 -6.2567 0.002
H 1.7705 -1.9052 -4.5284 0.000
H 0.2961 -2.5108 -0.4415 -0.001
H -2.7220 -3.3279 -5.9268 0.004
H 0.6633 -6.1510 -0.9868 0.000
H -5.1913 -2.0520 -3.9618 0.005
H -5.5969 0.0980 -4.8798 0.000
P -3.4523 -0.4383 -4.1172 0.373
H -1.4309 -0.6641 -5.4953 -0.010
C 0.0585 -2.7374 -1.4984 -0.018
C 1.0478 -1.9105 -2.3649 -0.009
H -4.2375 0.5580 -5.9987 -0.003
H 2.7680 -4.3756 -4.3032 0.000
P -0.6056 -2.7685 -4.5501 -0.004
C 2.4389 -4.9077 -1.2314 0.000
H -2.1901 -0.2657 -0.4872 -0.011
H -0.4462 -3.1513 -7.0570 -0.001
H -4.7318 1.6617 -4.5843 0.015
H 2.7299 -4.6786 -0.1899 0.000
C -2.3548 -2.6723 -5.1225 -0.032
H -0.9820 -2.3695 -1.6405 0.020
H -2.8319 -1.0509 -6.5148 0.018
H 1.1147 -3.2074 -6.1597 0.000
C -4.6447 0.6158 -4.9592 -0.004
H 0.3284 -1.6307 -6.4976 -0.001
C -2.8902 0.4266 -0.9735 0.487
H -1.0261 -4.9607 -5.8021 0.000
C 1.7474 -2.5880 -3.6274 -0.005
H -1.3010 -5.1813 -4.0269 0.000
C 0.9388 -5.1246 -1.3285 -0.003
H -1.0427 -4.5782 -1.9273 -0.001
C -4.4450 -1.7012 -3.2470 0.012
H 1.8653 -1.5510 -1.7190 0.003
H 0.5316 -0.9908 -2.7057 0.004
Cl -0.7590 2.3376 -2.6341 0.215
H -3.8095 -2.5293 -2.9082 0.013
C -0.0337 -4.2256 -1.6025 0.009
H 4.1580 -4.1836 -2.2848 0.000
C -0.6499 -4.7259 -4.7805 0.002
C 3.1159 -3.8972 -2.1684 -0.001
H -2.8489 1.4669 -0.6114 -0.001
H 0.3361 -5.2069 -4.7019 0.000
H 2.8583 -5.9003 -1.4047 0.000
H -4.9066 -1.2188 -2.3824 -0.007
C -2.4286 -1.1938 -5.4982 0.063
```